(1)
This record from the Open Molecules 2025 dataset describes a 10-piece molecular cluster, C64H70BF16N10O12S4 overall in a non-equilibrium geometry. The level of theory is ωB97M-V/def2-TZVPD.

Summary:
* molar mass: 1614.37 u
* E_LUMO: -11.37 eV
* charge: +5
* calculated total energy: -194429.40600 eV

```
177
C64H70BF16N10O12S4 (ωB97M-V/def2-TZVPD)
S 9.652 18.885 13.792
S 13.186 23.104 8.054
S 19.394 15.317 10.901
S 16.799 20.223 12.853
F 21.029 17.388 11.763
F 12.105 22.506 10.544
F 19.154 17.909 10.639
F 11.321 18.228 11.816
F 15.920 22.263 11.242
F 16.512 24.904 12.097
F 12.658 20.763 9.389
F 15.972 27.013 12.581
F 20.975 17.151 9.614
F 14.474 20.855 11.781
F 11.877 20.138 12.684
F 10.868 21.836 8.762
F 17.969 26.594 11.552
F 15.861 20.224 10.365
F 16.065 26.239 10.429
F 10.149 19.969 11.454
O 16.802 21.264 13.876
O 9.386 20.171 14.401
O 20.481 14.402 10.882
O 14.201 22.168 7.605
O 13.816 23.956 9.080
O 16.167 18.975 13.251
O 18.133 20.067 12.317
O 18.889 15.512 12.285
O 8.624 18.060 13.289
O 12.219 23.772 7.237
O 18.374 15.313 9.895
O 10.594 18.103 14.604
N 22.383 11.505 14.094
N 19.629 26.380 14.236
N 17.923 23.732 9.006
N 15.112 16.079 12.607
N 11.879 15.018 18.750
N 12.581 20.276 15.621
N 15.018 22.749 18.000
N 18.938 17.397 15.328
N 23.341 22.539 13.237
N 12.645 26.227 12.123
C 15.743 20.957 11.452
C 13.921 15.491 17.649
C 12.594 22.695 14.410
C 20.025 23.244 10.595
C 13.116 23.944 12.397
C 21.120 22.049 12.508
C 13.187 15.308 18.816
C 19.225 24.734 15.854
C 18.074 18.603 15.473
C 15.982 24.768 17.219
C 15.234 15.157 14.779
C 16.933 24.107 16.463
C 13.269 15.380 16.418
C 21.417 11.907 13.262
C 20.202 17.048 10.698
C 13.780 21.967 14.595
C 18.651 24.764 9.417
C 14.007 22.023 18.842
C 11.155 14.636 20.010
C 20.095 25.449 15.085
C 13.289 16.344 14.060
C 12.106 21.983 9.254
C 18.707 16.325 16.153
C 16.879 22.722 16.491
C 15.049 24.098 17.956
C 19.729 24.563 10.215
C 20.595 16.174 14.180
C 11.899 15.178 16.389
C 22.619 12.160 15.272
C 20.625 27.157 13.434
C 11.434 20.956 15.565
C 15.811 16.343 11.342
C 17.882 24.963 15.691
C 13.991 15.645 15.043
C 20.695 13.018 13.525
C 19.867 17.354 14.408
C 19.263 22.188 10.210
C 12.693 27.499 11.359
C 12.086 26.251 13.372
C 13.747 20.776 15.179
C 20.928 13.742 14.674
C 17.437 25.908 14.826
C 19.344 15.151 15.966
C 11.396 22.201 14.958
C 24.391 22.232 14.231
C 16.717 23.899 8.115
C 20.274 15.035 14.893
C 12.635 19.010 16.381
C 10.821 19.351 12.377
C 21.917 13.312 15.582
C 12.065 25.167 14.157
C 15.763 15.348 13.542
C 22.988 10.157 13.959
C 22.421 23.638 11.336
C 23.479 23.440 12.252
C 11.246 14.916 17.614
C 22.141 21.863 13.374
C 13.882 16.581 12.885
C 12.629 23.990 13.679
C 18.199 22.462 9.378
C 15.965 22.118 17.281
C 18.333 26.733 14.163
C 21.247 22.981 11.461
C 13.124 25.096 11.616
B 16.606 26.193 11.703
H 15.104 16.832 10.675
H 14.191 20.953 18.945
H 12.347 16.851 14.289
H 15.984 25.853 17.226
H 17.088 18.480 15.009
H 14.277 24.606 18.521
H 11.537 13.646 20.209
H 17.950 16.528 16.894
H 15.955 21.036 17.302
H 11.794 27.236 13.672
H 12.433 27.330 10.328
H 24.390 23.998 12.184
H 13.667 27.944 11.479
H 18.616 19.439 15.065
H 13.627 23.060 12.021
H 17.995 27.559 13.551
H 14.695 22.370 14.220
H 22.069 21.183 14.249
H 11.965 28.179 11.819
H 23.403 11.797 15.928
H 19.462 21.199 10.564
H 14.637 20.164 15.276
H 21.654 26.806 13.451
H 20.184 21.506 12.646
H 22.156 13.882 16.489
H 16.368 26.059 14.694
H 11.277 15.206 15.510
H 15.850 24.048 8.773
H 20.332 25.413 10.554
H 21.166 25.290 15.058
H 12.056 18.230 15.908
H 15.959 15.354 10.902
H 17.570 22.140 15.910
H 21.314 16.178 13.367
H 19.196 14.266 16.592
H 18.394 25.770 9.137
H 16.553 22.968 7.599
H 10.099 14.667 19.841
H 17.570 21.653 9.039
H 16.933 24.739 7.448
H 20.290 27.241 12.400
H 11.401 15.364 20.784
H 13.584 25.062 10.625
H 18.000 18.586 16.555
H 13.084 22.190 18.315
H 20.550 28.138 13.927
H 15.723 14.548 15.531
H 19.987 18.203 13.747
H 16.705 16.951 11.401
H 24.082 10.220 13.963
H 10.478 22.776 14.809
H 14.140 22.526 19.823
H 22.639 24.303 10.506
H 25.025 23.112 14.279
H 13.704 15.266 19.778
H 20.073 13.497 12.773
H 22.573 9.554 14.761
H 10.185 14.633 17.620
H 24.005 22.109 15.247
H 19.596 24.047 16.626
H 11.642 25.238 15.142
H 22.608 9.771 13.015
H 16.742 14.956 13.232
H 13.496 17.238 12.134
H 13.680 18.761 16.583
H 24.907 21.344 13.902
H 14.998 15.738 17.667
H 12.161 19.206 17.360
H 10.504 20.577 15.951
H 21.393 11.453 12.274
```



(2)
This record from the Open Molecules 2025 dataset describes C19H16IrN4O6S3 as an isolated structure in a non-equilibrium geometry. The level of theory is ωB97M-V/def2-TZVPD.

Summary:
* molar mass: 684.78 u
* multiplicity: 2
* E_LUMO (spin up / spin down): -8.34 / -8.88 eV
* ΔE to the lowest compared entry with this formula, charge and spin: 41.3 kcal/mol
* charge: +2
* calculated total energy: -73536.67340 eV

```
49
C19H16IrN4O6S3 (ωB97M-V/def2-TZVPD)
Ir -0.088 0.409 0.152
S 0.481 0.602 2.896
S 0.307 0.227 -2.332
S 2.626 1.065 0.269
O 2.085 -0.312 0.147
O 3.772 1.241 -0.573
O 0.013 0.431 4.225
O 0.416 -0.641 2.077
O 1.506 1.994 -0.009
O -0.189 1.649 2.092
N 1.145 -2.289 -2.231
N -1.741 -1.162 0.124
N 2.810 -0.698 -2.544
N -1.954 1.507 -0.180
C 3.083 1.340 1.978
C -4.209 -1.310 0.038
C 3.747 -1.643 -2.715
C 4.371 1.811 2.190
C 3.387 -2.967 -2.686
C -1.962 2.824 -0.237
C 4.784 2.057 3.492
C -5.457 -0.666 0.013
C -4.356 1.479 -0.002
C -3.054 -0.574 0.036
C 2.217 1.132 3.041
C 2.627 1.393 4.339
C -3.148 3.558 -0.115
C 3.922 1.852 4.555
C -3.109 0.817 -0.041
C -5.535 0.702 0.024
C 1.513 -1.029 -2.340
C 2.056 -3.246 -2.373
C -4.340 2.891 0.005
H 5.792 2.408 3.666
H -3.107 4.637 -0.128
H 4.244 2.050 5.568
H 4.766 -1.311 -2.857
H -1.011 3.320 -0.382
H -5.272 3.433 0.103
H 1.935 1.247 5.154
H -6.359 -1.261 0.005
H 3.100 0.275 -2.437
H 1.709 -4.262 -2.226
H 5.019 1.990 1.345
H -1.599 -1.579 1.047
H -6.493 1.203 0.045
H -1.608 -1.898 -0.568
H -4.161 -2.392 0.071
H 4.110 -3.748 -2.862
```



(3)
This record from the Open Molecules 2025 dataset describes C53H44FeIN4O6P2 as an isolated structure in a non-equilibrium geometry. The level of theory is ωB97M-V/def2-TZVPD.

Summary:
* molar mass: 1077.65 u
* multiplicity: 6
* E_LUMO (spin up / spin down): -2.98 / -2.93 eV
* ΔE to the lowest compared entry with this formula, charge and spin: 74.3 kcal/mol
* calculated total energy: -134984.02126 eV

```
111
C53H44FeIN4O6P2 (ωB97M-V/def2-TZVPD)
I 2.027 -0.778 1.896
Fe 0.432 -0.348 -0.047
P -1.225 0.616 1.404
P 0.642 1.857 -1.114
O 1.726 -0.923 -1.214
O -1.642 -2.446 -2.936
O -5.275 -3.675 1.809
O -4.693 -5.709 0.996
O 1.844 -5.529 -4.156
O -1.040 -0.712 -1.658
N 0.996 -3.435 -0.597
N -0.930 -2.384 0.383
N 3.430 -1.242 -4.300
N -0.981 3.323 0.601
C -0.782 0.780 3.175
C 2.118 2.691 0.987
C -2.918 -0.080 1.437
C -1.915 2.350 1.070
C -3.670 -0.174 2.603
C -0.883 4.594 1.188
C 3.171 3.257 1.676
C 3.165 3.242 -1.105
C -0.266 1.972 3.676
C 1.655 -2.727 -2.769
C 3.143 -0.828 -3.098
C -0.566 7.100 2.395
C 0.297 5.325 1.028
C 0.191 2.036 4.980
C -1.750 6.398 2.537
C -2.278 -3.745 1.876
C -1.476 -1.875 -1.878
C 1.122 3.386 -4.903
C 0.260 -5.159 2.558
C -3.166 -3.899 0.881
C -1.788 -2.627 -0.557
C 1.216 -6.155 2.522
C 2.798 -2.285 -4.824
C 0.456 6.554 1.635
C -0.866 -0.325 4.022
C 1.014 3.298 -3.527
C -4.997 -0.556 2.539
C 4.230 3.788 -0.411
C 3.919 0.329 -2.562
C 0.666 1.042 -5.104
C 1.940 -3.087 -4.096
C 0.131 0.926 5.802
C 1.896 -5.421 0.347
C -5.593 -0.838 1.323
C 4.234 3.804 0.973
C 2.132 -1.465 -2.292
C 0.945 -4.389 0.375
C -4.854 -0.726 0.157
C -0.921 -3.158 1.573
C -0.419 -0.253 5.326
C -1.910 5.158 1.945
C 0.559 0.948 -3.728
C 0.964 2.258 -5.692
C -0.650 3.176 -0.788
C 0.752 2.067 -2.925
C 2.098 2.691 -0.407
C -4.611 -4.540 1.277
C -3.529 -0.338 0.212
C -2.908 -3.459 -0.421
C 1.074 -3.667 -1.850
C 0.125 -4.270 1.504
C 1.363 -4.331 -4.724
C 2.035 -6.282 1.411
H 0.600 2.962 5.355
H -6.623 -1.148 1.284
H 1.289 2.246 1.524
H 3.166 3.251 2.755
H -0.442 8.064 2.862
H -2.960 -0.233 -0.700
H -1.538 2.867 -1.363
H -2.855 4.648 2.062
H 0.282 -4.346 -4.568
H 1.139 4.189 -2.927
H 5.069 4.190 -0.959
H 0.800 -4.644 -2.256
H -0.602 -2.505 2.398
H 1.576 -4.310 -5.801
H 1.063 2.327 -6.765
H 2.789 -7.054 1.381
H -5.563 -0.645 3.453
H 1.341 4.338 -5.363
H 1.106 4.915 0.447
H -2.475 -4.056 2.888
H 1.327 -6.824 3.361
H 2.539 -5.497 -0.519
H 5.072 4.228 1.506
H -2.563 6.826 3.107
H 3.034 -2.506 -5.856
H -3.233 0.054 3.563
H -0.487 -1.119 5.965
H 3.786 0.429 -1.488
H 0.524 0.160 -5.709
H -5.304 -0.943 -0.800
H 2.780 -5.621 -4.361
H -0.373 -5.053 3.427
H -0.299 4.128 -1.194
H 3.584 1.241 -3.051
H 0.296 0.007 -3.272
H -0.225 2.863 3.066
H -2.339 2.647 2.033
H 3.174 3.243 -2.184
H 0.502 0.973 6.814
H 4.973 0.192 -2.796
H -1.304 -1.246 3.662
H 1.392 7.081 1.517
H -3.541 -3.653 -1.269
H -2.740 2.209 0.351
```



(4)
This record from the Open Molecules 2025 dataset describes an isolated ion of composition C4H6NO3 and charge -1 in a non-equilibrium geometry. The level of theory is ωB97M-V/def2-TZVPD.

Summary:
* molar mass: 116.10 u
* E_LUMO: 3.68 eV
* structure (SMILES): NC(=O)CCC(=O)[O-]
* ΔE to the lowest compared entry with this formula, charge and spin: 28.5 kcal/mol
* charge: -1
* calculated total energy: -11879.23437 eV

```
14
C4H6NO3 (ωB97M-V/def2-TZVPD)
O -0.846 0.924 2.132
O 0.582 1.346 -2.774
O 1.075 -0.815 -2.412
N -0.269 -1.188 1.896
C 0.646 0.589 -0.480
C -0.718 0.113 -0.132
C -0.778 0.036 1.359
C 0.782 0.363 -2.081
H 0.911 1.681 -0.352
H -0.226 -1.295 2.824
H -0.286 -1.941 1.229
H -1.001 -0.847 -0.624
H 1.434 0.167 -0.018
H -1.307 0.867 -0.569
```



(5)
This record from the Open Molecules 2025 dataset describes a 2-piece molecular cluster, C9H8I2O2 overall in a non-equilibrium geometry. The level of theory is ωB97M-V/def2-TZVPD.

Summary:
* molar mass: 401.97 u
* E_LUMO (spin up / spin down): 0.16 / -0.83 eV
* calculated total energy: -29754.31198 eV

```
21
C9H8I2O2 (ωB97M-V/def2-TZVPD)
I 1.991 -2.598 2.132
I 2.652 -3.152 -1.220
O 1.248 1.124 0.458
O 3.497 0.646 0.156
C -2.422 -0.660 -0.584
C -0.658 -1.284 0.912
C -1.974 -0.700 0.737
C 2.332 0.488 0.314
C 0.144 -1.713 -0.089
C -1.579 -1.106 -1.703
C 1.316 2.556 0.954
C 1.489 -2.169 0.176
C -0.335 -1.597 -1.427
H -0.263 -1.503 1.930
H -2.495 -0.387 1.551
H -3.249 0.063 -0.674
H 1.922 2.747 1.854
H -2.042 -1.133 -2.713
H 0.375 -2.035 -2.204
H 1.730 3.103 0.065
H 0.209 2.699 1.305
```



Question: Which of these has the lowest calculated total energy?
Answer: C64H70BF16N10O12S4